This record from the OMol25 dataset describes a cluster of 5 separate species, C26H61BN5O8P in total. The level of theory is the ωB97M-V functional and the def2-TZVPD basis.

Summary:
Charge: 0
Highest occupied orbital energy, eV: -8.10
HOMO-LUMO gap, eV: 8.5
SMILES string: COB(O)[PH2](CCOC(C)=O)c1ccccn1.COC[C@@H](C)N.COC[C@@H](C)N.COC[C@@H](C)N.COC[C@@H](C)N
Total energy, Ha: -2269.03615

Each line ends with the Mulliken charge.
CARTESIAN COORDINATES (ANGSTROEM)
C 3.628 0.776 1.758  -0.478
O 4.505 -0.061 0.972  -0.584
B 3.935 -0.386 -0.265  1.007
O 3.803 -1.729 -0.617  -0.637
P 3.349 0.944 -1.557  0.592
C 1.561 0.198 -1.502  -0.709
C 0.433 1.228 -1.743  -0.184
O 0.298 2.147 -0.636  -0.157
C -0.833 2.911 -0.753  0.598
C -1.223 3.629 -2.085  -0.824
O -1.562 3.110 0.181  -0.545
C 5.108 1.754 -1.464  0.549
C 5.163 3.148 -1.273  -0.701
C 6.432 3.796 -1.149  -0.567
C 7.528 2.881 -1.237  -0.575
C 7.280 1.515 -1.468  -0.108
N 6.112 0.857 -1.595  -0.243
H 3.329 1.723 1.249  0.241
H 2.713 0.202 2.008  0.115
H 4.202 1.071 2.662  0.276
H 3.891 -1.839 -1.578  0.269
H 2.753 2.213 -1.208  -0.334
H 3.501 0.666 -2.946  -0.026
H 1.440 -0.221 -0.470  0.076
H 1.505 -0.681 -2.193  0.424
H -0.527 0.650 -1.791  0.110
H 0.531 1.719 -2.738  0.307
H -1.376 4.700 -1.841  0.333
H -0.387 3.596 -2.815  0.328
H -2.148 3.188 -2.515  0.203
H 4.233 3.737 -1.217  0.292
H 6.600 4.870 -0.986  0.409
H 8.563 3.242 -1.128  0.344
H 8.180 0.868 -1.560  0.270
C 0.389 -2.362 3.177  -1.594
C 1.791 -2.877 2.862  1.099
C 1.890 -4.412 2.840  -0.894
O 1.912 -5.019 4.122  -0.415
C 0.638 -5.205 4.713  -0.637
N 2.738 -2.285 3.814  -0.661
H 0.136 -2.458 4.233  0.299
H 0.310 -1.302 2.925  0.368
H -0.366 -2.897 2.594  0.369
H 2.048 -2.521 1.859  -0.054
H 2.843 -4.679 2.375  0.289
H 1.104 -4.857 2.215  0.454
H -0.129 -5.434 3.968  0.294
H 0.353 -4.323 5.291  0.228
H 0.710 -6.044 5.405  0.261
H 3.681 -2.555 3.544  0.261
H 2.601 -2.751 4.709  0.333
C -5.757 0.309 0.568  -1.443
C -4.593 -0.212 -0.267  0.290
C -4.041 0.828 -1.257  -0.073
O -4.843 1.015 -2.414  -0.480
C -5.933 1.904 -2.239  -0.684
N -5.011 -1.443 -0.948  -0.745
H -6.687 0.363 0.002  0.159
H -5.939 -0.351 1.418  0.416
H -5.539 1.305 0.964  0.330
H -3.784 -0.463 0.425  0.454
H -3.078 0.456 -1.623  -0.145
H -3.835 1.788 -0.766  0.350
H -5.691 2.719 -1.551  0.338
H -6.815 1.363 -1.887  0.209
H -6.176 2.332 -3.213  0.362
H -4.208 -1.839 -1.430  0.296
H -5.637 -1.174 -1.704  0.321
C -10.900 4.571 -0.260  -1.436
C -10.406 3.478 -1.203  0.297
C -10.155 2.130 -0.504  -0.775
O -8.955 2.075 0.251  -0.240
C -9.049 2.625 1.553  -0.761
N -9.207 3.959 -1.900  -0.716
H -10.104 4.972 0.368  0.270
H -11.307 5.407 -0.831  0.367
H -11.694 4.197 0.391  0.351
H -11.191 3.315 -1.948  0.425
H -10.046 1.366 -1.280  0.333
H -11.013 1.829 0.110  0.449
H -10.033 2.457 2.000  0.337
H -8.820 3.693 1.535  0.269
H -8.298 2.139 2.177  0.235
H -8.934 3.269 -2.595  0.280
H -8.440 3.943 -1.230  0.322
C 7.200 -2.490 0.758  -1.083
C 8.498 -3.137 0.288  0.445
C 8.591 -3.278 -1.242  -0.674
O 7.818 -4.338 -1.782  -0.431
C 6.452 -4.026 -1.986  -0.572
N 8.658 -4.430 0.964  -0.760
H 6.349 -3.170 0.709  0.089
H 7.297 -2.179 1.800  0.434
H 6.958 -1.600 0.171  0.049
H 9.318 -2.484 0.604  0.432
H 9.629 -3.516 -1.494  0.363
H 8.357 -2.332 -1.747  0.335
H 6.311 -2.981 -2.281  0.208
H 5.870 -4.247 -1.089  0.200
H 6.079 -4.666 -2.788  0.348
H 9.567 -4.816 0.721  0.276
H 7.999 -5.078 0.537  0.310

Forces on atoms 1 to 3 (eV/Å):
0.2 0.5 0.5
-1.7 -0.2 -1.2
1.3 -1.3 0.8

This record from the OMol25 dataset describes a cluster of 13 separate species, C26H61N17O25 in total. The level of theory is the ωB97M-V functional and the def2-TZVPD basis.

Summary:
Charge: 0
Highest occupied orbital energy, eV: -9.23
HOMO-LUMO gap, eV: 8.9
Total energy, Ha: -3837.92500

Each line ends with the Mulliken charge.
CARTESIAN COORDINATES (ANGSTROEM)
C 2.809 1.916 3.166  -1.550
C 1.645 2.227 2.192  0.270
N 1.786 1.634 0.868  0.633
C 1.398 0.270 0.683  0.654
C 2.372 -0.695 1.397  -1.038
N 3.190 -1.225 1.936  -0.484
N 0.059 -0.100 1.148  0.621
C -0.040 -0.509 2.563  -1.091
C -0.676 -1.099 0.416  0.315
C -0.396 -2.598 0.445  -1.140
O -1.601 -0.753 -0.217  -0.614
C 1.689 0.012 -0.857  3.248
C 0.549 0.589 -1.780  -2.080
C 1.987 -1.406 -1.181  -1.220
N 2.219 -2.468 -1.419  -0.597
C 2.941 0.819 -1.381  -2.075
C 4.293 0.647 -0.684  -0.268
C 5.103 -0.636 -0.998  -0.741
C 5.294 -0.935 -2.496  -0.772
N 5.716 0.278 -3.240  -0.559
H 2.786 0.886 3.529  0.289
H 2.886 2.663 3.956  0.480
H 3.726 2.003 2.565  0.224
H 0.678 2.064 2.699  0.223
H 1.688 3.312 2.065  0.028
H 1.296 2.238 0.220  0.413
H 0.556 0.075 3.262  0.150
H -1.087 -0.345 2.853  0.459
H 0.163 -1.566 2.758  0.386
H -1.206 -3.164 0.911  0.560
H -0.321 -2.943 -0.590  0.137
H 0.562 -2.850 0.913  0.251
H -0.072 1.278 -1.205  0.372
H -0.100 -0.243 -2.073  0.298
H 0.944 1.002 -2.706  0.387
H 3.058 0.476 -2.420  1.008
H 2.718 1.883 -1.477  0.590
H 4.926 1.481 -1.015  0.698
H 4.277 0.754 0.404  -0.274
H 6.071 -0.522 -0.492  0.564
H 4.613 -1.471 -0.479  0.002
H 6.058 -1.716 -2.582  0.527
H 4.358 -1.371 -2.869  0.209
H 6.551 0.021 -3.749  0.255
H 4.979 0.483 -3.905  0.196
C 3.461 6.062 1.060  -0.601
N 3.565 4.905 0.131  0.790
O 4.631 4.695 -0.407  -0.568
O 2.552 4.247 -0.018  -0.332
H 4.423 6.561 1.109  0.330
H 2.698 6.728 0.664  0.272
H 3.169 5.673 2.031  0.089
C 0.108 -6.276 -1.133  -0.619
N -0.795 -7.353 -0.637  0.918
O -1.952 -7.059 -0.401  -0.486
O -0.311 -8.458 -0.500  -0.565
H -0.458 -5.355 -1.204  0.166
H 0.923 -6.178 -0.421  0.290
H 0.476 -6.582 -2.108  0.319
C -1.361 4.880 -0.650  -1.006
N -1.229 4.809 0.827  1.039
O -0.118 4.918 1.304  -0.411
O -2.253 4.642 1.465  -0.610
H -0.377 5.027 -1.083  0.244
H -1.792 3.940 -0.980  0.352
H -2.015 5.716 -0.883  0.415
C -3.220 -1.717 -3.796  -0.659
N -2.116 -0.963 -4.453  0.920
O -2.183 0.251 -4.451  -0.491
O -1.223 -1.620 -4.945  -0.532
H -3.940 -1.007 -3.404  0.246
H -3.674 -2.355 -4.549  0.316
H -2.782 -2.306 -2.995  0.200
C -3.210 -3.532 4.070  -0.686
N -2.238 -2.478 4.467  0.953
O -1.064 -2.694 4.229  -0.523
O -2.680 -1.477 4.992  -0.564
H -2.671 -4.355 3.618  0.220
H -3.724 -3.858 4.970  0.324
H -3.903 -3.086 3.362  0.302
C -4.597 3.013 -3.549  -0.714
N -3.608 4.078 -3.244  0.902
O -2.444 3.856 -3.511  -0.426
O -4.033 5.103 -2.744  -0.563
H -4.070 2.169 -3.985  0.180
H -5.074 2.734 -2.613  0.344
H -5.318 3.424 -4.250  0.315
C 4.915 -4.102 2.829  -0.617
N 5.648 -5.389 2.987  0.885
O 5.004 -6.418 2.904  -0.535
O 6.843 -5.319 3.190  -0.534
H 3.867 -4.319 2.655  0.275
H 5.045 -3.534 3.745  0.286
H 5.347 -3.579 1.981  0.236
C -4.606 -8.875 -1.793  -0.689
N -4.599 -9.126 -3.261  0.886
O -4.563 -8.159 -3.996  -0.523
O -4.631 -10.286 -3.618  -0.527
H -4.575 -7.805 -1.622  0.289
H -5.520 -9.305 -1.392  0.303
H -3.728 -9.358 -1.374  0.261
C -1.947 6.042 -6.333  -0.706
N -2.173 4.626 -6.733  0.912
O -1.271 4.051 -7.303  -0.530
O -3.255 4.145 -6.456  -0.522
H -0.949 6.333 -6.640  0.304
H -2.700 6.646 -6.831  0.298
H -2.052 6.095 -5.252  0.228
C -3.338 7.658 1.905  -0.555
N -2.677 8.678 1.046  0.905
O -2.828 9.845 1.335  -0.544
O -2.025 8.258 0.106  -0.529
H -3.879 8.164 2.696  0.318
H -4.015 7.089 1.274  0.269
H -2.558 7.022 2.313  0.136
C -3.095 -8.578 2.987  -0.665
N -3.465 -7.141 3.099  0.866
O -3.032 -6.387 2.250  -0.465
O -4.175 -6.826 4.034  -0.538
H -2.465 -8.706 2.112  0.222
H -2.562 -8.849 3.894  0.291
H -4.017 -9.145 2.890  0.292
C 0.645 5.001 5.077  -0.688
N 1.778 5.798 4.534  0.999
O 1.695 7.006 4.581  -0.560
O 2.716 5.172 4.073  -0.574
H -0.112 5.684 5.448  0.316
H 0.255 4.393 4.263  0.186
H 1.036 4.380 5.878  0.302

Forces on atoms 1 to 3 (eV/Å):
0.2 -0.3 -1.2
0.3 0.8 1.3
-0.4 0.0 1.3